{
  "formula": "C19H27N5O3Re",
  "method": "the ωB97M-V functional and the def2-TZVPD basis",
  "charge": 4,
  "multiplicity": 4,
  "lumo_energy_ev": [-12.3512, -15.7171],
  "orbital_gap_ha": [0.2971, 0.1748],
  "e_homo_ev": [-20.4, -20.5],
  "molar_mass_g_mol": 559.7,
  "relative_energy_kcal_mol": 15.2,
  "elements": ["N", "C", "C", "H", "H", "H", "N", "C", "C", "H", "H", "H", "N", "C", "C", "H", "H", "H", "Re", "C", "O", "C", "O", "C", "C", "C", "C", "C", "C", "H", "H", "H", "H", "H", "H", "C", "N", "C", "C", "O", "N", "C", "C", "H", "H", "H", "H", "H", "H", "H", "H", "H", "H", "H", "H"],
  "coordinates": [[1.598, -1.269, -0.889], [2.439, -2.042, -1.142], [3.527, -2.918, -1.550], [4.189, -2.400, -2.258], [3.135, -3.819, -2.038], [4.126, -3.232, -0.685], [-2.002, -0.995, 0.747], [-2.868, -1.421, 1.397], [-3.962, -1.961, 2.103], [-4.179, -2.918, 1.634], [-4.788, -1.261, 1.991], [-3.705, -2.092, 3.155], [-0.067, 2.002, -0.977], [-0.186, 3.123, -1.273], [-0.242, 4.503, -1.742], [-0.502, 5.186, -0.923], [-1.001, 4.609, -2.529], [0.729, 4.809, -2.153], [-0.372, -0.181, 0.401], [-0.979, 1.253, 1.558], [-1.108, 2.166, 2.269], [0.392, -1.466, 1.610], [1.063, -2.113, 2.367], [-0.868, -2.077, -2.819], [-0.259, -0.999, -3.454], [-0.893, 0.243, -3.484], [-2.135, 0.406, -2.878], [-2.742, -0.671, -2.231], [-2.108, -1.912, -2.201], [-0.379, -3.053, -2.817], [0.707, -1.132, -3.947], [-0.426, 1.084, -4.002], [-2.639, 1.374, -2.922], [-3.733, -0.555, -1.784], [-2.604, -2.765, -1.731], [3.228, 1.802, 0.974], [2.978, 1.664, 2.379], [3.925, 2.261, 3.277], [1.848, 1.005, 2.658], [1.322, 0.658, 1.533], [1.349, 0.742, 3.903], [2.103, 1.043, 5.101], [0.082, 0.100, 4.263], [4.162, 2.350, 0.828], [2.404, 2.334, 0.475], [3.292, 0.821, 0.483], [3.482, 3.039, 3.901], [4.395, 1.530, 3.936], [4.700, 2.713, 2.665], [2.258, 2.117, 5.246], [1.496, 0.684, 5.931], [3.066, 0.521, 5.143], [-0.534, -0.169, 3.408], [0.287, -0.801, 4.854], [-0.489, 0.775, 4.912]],
  "mulliken_spin": [0.021, 0.003, -0.001, 0.000, 0.000, 0.000, -0.111, 0.190, -0.009, 0.009, 0.003, 0.012, 0.021, 0.004, -0.001, 0.000, 0.000, 0.000, 0.872, -0.012, 0.003, -0.014, 0.002, 0.230, 0.116, 0.112, 0.231, 0.138, 0.132, -0.002, 0.005, 0.005, -0.001, 0.006, 0.006, -0.028, 0.469, 0.006, -0.077, -0.029, 0.421, 0.005, 0.001, 0.008, 0.042, 0.037, 0.040, 0.036, 0.003, 0.024, 0.002, 0.023, 0.006, 0.022, 0.020]
}

=====

{
  "formula": "C2H5N2O2S",
  "method": "the ωB97M-V functional and the def2-TZVPD basis",
  "charge": -1,
  "lumo_energy_ev": 3.8374,
  "orbital_gap_ha": 0.2958,
  "e_homo_ev": -4.2,
  "molar_mass_g_mol": 121.1,
  "relative_energy_kcal_mol": 111.9,
  "elements": ["C", "C", "N", "N", "O", "O", "S", "H", "H", "H", "H", "H"],
  "coordinates": [[1.588, -0.492, 0.250], [0.987, 0.295, -0.789], [1.522, 0.987, 0.238], [-1.283, 0.253, 1.505], [-1.882, -1.428, -0.280], [-2.416, 1.011, -0.714], [-1.636, 0.003, 0.001], [0.711, -0.897, 0.784], [2.429, -1.185, 0.265], [1.174, 0.271, -1.902], [-0.337, 0.019, -0.718], [-0.859, 1.162, 1.360]],
  "mulliken_charge": [-0.360, 0.082, -0.650, -0.552, -0.640, -0.608, 0.791, 0.162, 0.252, 0.303, 0.003, 0.217]
}